# 1
Here is an isolated molecule of C5H6N2S from OMol25. Energies are from ωB97M-V/def2-TZVPD.

The geometry in XYZ format:
```
14
Properties=species:S:1:pos:R:3:forces:R:3
C 2.068 -0.967 -0.398 -2.6 -3.9 -1.3
C 1.282 -0.059 0.447 2.5 -0.1 2.3
C 0.043 0.361 0.466 -0.4 0.4 -0.7
C -2.169 1.309 1.011 0.7 1.3 0.9
C -0.993 0.267 -0.568 -1.0 -3.2 -2.2
H 1.306 -1.429 -1.176 1.1 0.6 1.6
H 2.400 -1.903 0.288 -0.2 2.4 -1.8
H 2.755 -0.616 -1.146 1.1 0.6 0.5
H 1.775 0.151 1.438 -0.1 -0.2 -1.0
H -2.872 2.067 1.598 0.9 -2.2 -1.7
H -1.901 -0.571 -2.075 2.1 0.4 0.9
N -2.233 0.815 -0.185 -0.2 1.7 2.2
N -0.908 -0.504 -1.638 -1.6 1.6 1.3
S -0.553 1.080 1.938 -2.3 0.7 -1.1
```
Forces are in eV/Å.

Values from the calculation:
Net charge: 0
LUMO (eV): -0.293
SMILES string: [H]/N=C1\N=CS\C1=C\C
Largest force on an atom (eV/Å): 4.8
Orbital gap (eV): 8.25

# 2
Here is an isolated molecule of C4H5NO2 from OMol25. Energies are from ωB97M-V/def2-TZVPD.

The geometry in XYZ format:
```
12
Properties=species:S:1:pos:R:3:forces:R:3
O -0.663 1.775 1.202 -0.2 -0.4 -0.4
C -1.228 0.972 0.522 0.0 0.3 0.3
C 1.032 -0.458 0.397 0.1 -0.2 0.0
C 0.381 -1.618 0.333 0.1 0.0 0.0
N 1.218 0.332 -0.752 -0.3 0.2 -0.2
C 0.236 0.867 -1.319 0.4 0.0 0.1
O -1.056 0.843 -0.837 0.0 0.0 0.0
H -1.980 0.256 0.870 -0.1 0.2 0.0
H 1.490 -0.080 1.310 0.1 -0.2 -0.2
H -0.130 -1.903 -0.584 0.2 -0.1 0.1
H 0.383 -2.321 1.154 -0.1 0.2 0.1
H 0.316 1.334 -2.298 -0.1 0.1 0.2
```
Forces are in eV/Å.

Values from the calculation:
Net charge: 0
LUMO (eV): 0.925
SMILES string: C=C/N=C\OC=O
Largest force on an atom (eV/Å): 0.6
Orbital gap (eV): 10.39

# 3
Here is a structure of composition C2H3ClFN from OMol25. Energies are from ωB97M-V/def2-TZVPD.

The geometry in XYZ format:
```
8
Properties=species:S:1:pos:R:3:forces:R:3
C -0.482 -0.165 0.487 1.8 -0.7 1.2
C 1.318 1.048 -0.443 1.0 -1.9 -1.7
N 0.093 0.879 0.039 -1.6 -0.7 0.5
F 2.059 1.859 0.233 0.4 0.7 0.2
Cl 2.492 -0.947 0.168 -0.6 1.2 -0.7
H -1.454 -0.136 1.048 0.7 0.2 -1.2
H 0.196 -1.115 0.570 -1.3 1.5 -0.3
H 1.486 1.085 -1.585 -0.2 -0.3 2.1
```
Forces are in eV/Å.

Values from the calculation:
Net charge: 0
LUMO (eV): -0.538
Largest force on an atom (eV/Å): 2.7
Orbital gap (eV): 9.31

# 4
Here is a structure of composition C38H40F6N5PPtS2 from OMol25. Energies are from ωB97M-V/def2-TZVPD.

The geometry in XYZ format:
```
93
Properties=species:S:1:pos:R:3:forces:R:3
Pt -1.105 -0.126 -0.146 -0.3 -0.6 0.5
C -2.163 -2.676 -2.377 0.0 0.0 0.0
C -3.211 -2.008 -1.563 0.0 0.0 0.1
C -4.524 -2.502 -1.743 0.0 0.0 0.0
C -5.570 -2.024 -1.020 0.0 0.0 0.0
C -5.323 -1.006 -0.075 0.0 0.0 0.0
C -6.362 -0.473 0.734 0.0 0.0 0.0
C -6.127 0.531 1.663 0.0 0.0 0.0
C -4.855 1.043 1.790 0.0 0.0 0.0
C -3.799 0.535 0.996 0.0 0.1 -0.1
S -2.289 1.260 1.137 -0.1 0.1 0.2
C -4.017 -0.522 0.055 0.0 0.0 0.0
N -2.965 -1.019 -0.685 0.0 0.0 0.0
H -2.444 -2.625 -3.432 0.0 0.0 0.0
H -2.150 -3.738 -2.117 0.0 0.0 0.0
H -1.165 -2.298 -2.247 0.0 0.0 0.0
H -4.666 -3.288 -2.473 0.0 0.0 0.0
H -6.572 -2.411 -1.158 0.0 0.0 0.0
H -7.363 -0.870 0.613 0.0 0.0 0.0
H -6.934 0.912 2.274 0.0 0.0 0.0
H -4.649 1.839 2.496 0.0 0.0 0.0
C 0.341 -5.388 4.364 0.0 0.0 0.0
C 1.072 -4.931 3.090 0.0 0.0 0.0
C 2.555 -4.730 3.400 0.0 0.0 0.0
C 0.930 -6.001 1.990 0.0 0.0 0.0
C 0.421 -3.665 2.579 0.0 0.0 0.0
C -0.929 -3.656 2.194 0.0 0.0 0.1
C -1.481 -2.546 1.615 -0.2 0.2 0.2
N -0.777 -1.411 1.427 0.2 -0.2 -0.3
C 0.509 -1.373 1.840 0.0 0.1 -0.1
C 1.114 -2.464 2.424 0.0 0.0 0.0
C 1.212 -0.118 1.536 -0.2 0.1 0.2
C 2.421 0.242 2.089 0.0 0.0 0.0
C 3.022 1.459 1.770 0.0 0.0 0.0
C 2.309 2.293 0.899 0.0 0.0 0.1
C 1.103 1.900 0.381 0.0 0.0 -0.1
N 0.558 0.709 0.690 0.1 -0.2 -0.3
C 4.354 1.896 2.342 0.0 0.0 0.0
C 5.271 2.336 1.188 0.0 0.0 0.0
C 5.034 0.774 3.127 0.0 0.0 0.0
C 4.086 3.087 3.281 0.0 0.0 0.0
H 0.739 -6.354 4.672 0.0 0.0 0.0
H -0.732 -5.509 4.209 0.0 0.0 0.0
H 0.494 -4.683 5.183 0.0 0.0 0.0
H 2.975 -5.672 3.749 0.0 0.0 0.0
H 2.713 -3.996 4.193 0.0 0.0 0.0
H 3.121 -4.433 2.514 0.0 0.0 0.0
H 1.406 -6.920 2.330 0.0 0.0 0.0
H 1.417 -5.688 1.065 0.0 0.0 0.0
H -0.114 -6.234 1.774 0.0 0.0 0.0
H -1.550 -4.530 2.331 0.0 0.0 0.0
H -2.522 -2.533 1.324 0.0 0.0 -0.1
H 2.153 -2.397 2.705 0.0 0.0 0.0
H 2.905 -0.441 2.769 0.0 0.0 0.0
H 2.696 3.261 0.615 0.0 0.0 0.0
H 0.562 2.534 -0.300 0.0 0.0 -0.1
H 5.389 1.544 0.446 0.0 0.0 0.0
H 6.256 2.569 1.588 0.0 0.0 0.0
H 4.905 3.233 0.687 0.0 0.0 0.0
H 5.214 -0.107 2.506 0.0 0.0 0.0
H 4.462 0.482 4.010 0.0 0.0 0.0
H 6.003 1.124 3.479 0.0 0.0 0.0
H 3.613 3.920 2.760 0.0 0.0 0.0
H 5.036 3.443 3.681 0.0 0.0 0.0
H 3.454 2.797 4.122 0.0 0.0 0.0
F 1.507 0.015 -1.930 -0.2 -0.4 0.3
P 1.722 -1.601 -1.947 1.0 0.3 -0.6
F 0.164 -1.689 -0.908 -0.4 0.9 -0.1
F 3.018 -1.522 -2.799 -0.1 -0.1 0.1
F 0.732 -1.663 -3.206 0.0 -0.1 0.2
F 1.675 -3.166 -1.813 -0.1 0.0 0.1
F 2.467 -1.479 -0.538 -0.1 0.0 0.0
S 0.064 3.538 -5.348 -0.3 -0.1 -0.1
C -0.588 2.703 -3.997 0.2 0.1 0.1
C -0.932 3.283 -2.757 -0.1 0.0 -0.1
C -1.283 2.484 -1.710 -0.4 0.0 0.1
N -1.356 1.129 -1.790 0.7 0.0 -0.1
C -1.094 0.578 -3.000 -0.2 0.0 0.0
C -0.728 1.308 -4.094 0.0 0.0 0.0
C -0.360 5.244 -5.084 0.2 0.0 0.1
C -1.648 5.659 -4.774 0.0 0.0 -0.1
C -1.877 7.024 -4.680 0.0 0.0 0.0
N -0.939 7.943 -4.886 0.0 0.0 0.0
C 0.279 7.528 -5.211 0.0 0.0 0.0
C 0.627 6.185 -5.321 0.0 0.0 0.1
H -0.917 4.355 -2.620 0.0 0.0 0.0
H -1.581 2.936 -0.773 0.2 0.0 0.1
H -1.206 -0.489 -3.086 0.2 0.0 0.0
H -0.538 0.793 -5.026 0.0 0.0 0.0
H -2.464 4.960 -4.646 0.0 0.0 0.0
H -2.868 7.393 -4.442 0.0 0.0 0.0
H 1.021 8.297 -5.389 0.0 0.0 0.0
H 1.637 5.899 -5.584 0.0 0.0 0.0
```
Forces are in eV/Å.

Values from the calculation:
Net charge: +3
LUMO (alpha / beta) (eV): -10.161 / -12.081
Multiplicity: 2
Largest force on an atom (eV/Å): 1.2
Orbital gap (alpha / beta) (eV): 5.34 / 3.42

# 5
Here is a cluster of 2 separate species, C6H16N2 in total from OMol25. Energies are from ωB97M-V/def2-TZVPD.

The geometry in XYZ format:
```
24
Properties=species:S:1:pos:R:3:forces:R:3
C 1.013 0.021 2.596 0.4 -0.3 0.3
N 0.889 -0.106 1.183 -0.3 0.1 -0.1
C 1.718 -2.898 -0.586 -0.1 -0.1 0.3
C 0.250 2.215 0.541 0.1 -0.1 -0.1
C -0.106 0.712 0.657 -0.1 0.4 0.3
C -0.428 0.099 -0.686 -0.1 0.0 0.1
N -1.521 0.719 -1.230 0.3 -0.1 -0.2
C -2.068 0.021 -2.349 -0.7 -0.1 -0.1
H 1.832 -0.590 2.975 0.0 0.0 -0.1
H 1.204 1.058 2.904 -0.1 0.1 0.0
H 0.103 -0.298 3.120 -0.2 0.1 0.0
H 1.259 -2.031 -0.113 0.2 0.0 -0.2
H 2.486 -3.267 0.090 0.1 -0.1 0.0
H 2.166 -2.661 -1.546 0.0 0.1 -0.1
H 1.181 2.330 -0.014 0.0 0.0 -0.2
H -0.563 2.746 0.054 0.0 0.0 -0.1
H 0.405 2.651 1.526 -0.1 -0.1 0.1
H -1.029 0.682 1.280 0.0 0.1 0.0
H 0.960 -3.669 -0.714 0.0 -0.1 -0.1
H 0.507 0.132 -1.295 0.0 0.1 0.1
H -0.574 -0.998 -0.522 0.1 -0.1 -0.2
H -1.330 -0.061 -3.157 0.1 0.0 0.0
H -2.950 0.533 -2.737 0.1 0.1 0.0
H -2.378 -1.011 -2.122 0.2 0.0 0.1
```
Forces are in eV/Å.

Values from the calculation:
Net charge: 0
LUMO (eV): -2.441
Largest force on an atom (eV/Å): 0.7
Orbital gap (eV): 4.83

# 6
Here is an isolated molecule of C4H8O2 from OMol25. Energies are from ωB97M-V/def2-TZVPD.

The geometry in XYZ format:
```
14
Properties=species:S:1:pos:R:3:forces:R:3
C -0.462 -0.561 -1.688 0.2 -1.6 0.1
O 0.670 0.753 -0.353 1.2 1.0 0.9
C -0.219 1.178 0.681 -0.1 0.5 0.3
C -0.005 -0.114 1.476 -0.1 0.0 0.1
C 0.935 -0.495 0.309 0.1 0.9 -0.1
O 0.490 -1.436 -0.568 -1.2 1.5 -1.3
H 0.186 -0.722 -2.534 -0.3 -0.3 -0.3
H -0.870 0.484 -1.787 0.8 -1.0 1.1
H -1.283 -1.229 -1.543 -0.5 -0.5 -0.8
H -1.244 1.375 0.330 0.3 -0.1 -0.1
H 0.202 2.084 1.111 -0.3 0.1 0.4
H -0.868 -0.778 1.551 0.1 0.1 0.0
H 0.461 0.015 2.455 0.0 -0.1 -0.2
H 2.007 -0.555 0.560 -0.3 -0.5 -0.2
```
Forces are in eV/Å.

Values from the calculation:
Net charge: 0
LUMO (eV): 0.978
SMILES string: CO[C@@H]1CCO1
Largest force on an atom (eV/Å): 2.3
Orbital gap (eV): 10.54

Computed values of energy above the lowest of the compared OMol25 structures with the same formula, charge and spin (unit: kcal per mole) for the preceding records, in sequence: 62.7 41.7 25.8 0.0 139.4 97.4.
Computed values of E_tot (unit: eV) for the preceding records, in sequence: -19095.2924 -9812.5086 -18850.5929 -97998.6398 -9456.0286 -8369.0572.